17
Properties=species:S:1:pos:R:3:lowdin_charge:R:1 method="wB97M-V/def2-TZVPD" total_energy_ev=-9441.70199 homo_energy_ev=-9.7525 homo_lumo_gap_ev=10.8 de_lowest_kcal_mol=30.9 lumo_energy_ha=0.0367 smiles=OC[C@H]1CCCO1
O -1.046 -0.461 -2.573 -0.052
C -1.039 0.315 -1.398 -0.228
C 0.338 0.279 -0.748 -0.319
C 0.471 1.125 0.535 -0.117
C 0.655 0.083 1.656 -0.149
C 0.199 -1.212 0.985 -0.201
O 0.607 -1.075 -0.368 -0.117
H -0.632 -1.302 -2.332 0.088
H -1.789 -0.051 -0.673 0.125
H -1.319 1.335 -1.681 0.129
H 1.081 0.541 -1.508 0.153
H -0.418 1.745 0.695 0.114
H 1.328 1.800 0.473 0.111
H 0.081 0.319 2.556 0.110
H 1.710 0.002 1.938 0.111
H -0.894 -1.328 1.057 0.119
H 0.667 -2.115 1.385 0.123

26
Properties=species:S:1:pos:R:3:lowdin_charge:R:1 method="wB97M-V/def2-TZVPD" total_energy_ev=-25330.95680 homo_energy_ev="-17.2532 / -17.2054" homo_lumo_gap_ev="4.5 / 1.4" multiplicity=3 lumo_energy_ha="-0.4681 / -0.5813" charge=+3
Au -0.193 -0.759 -0.357 0.897
O 1.939 -1.599 1.878 0.262
C 1.164 -1.501 1.041 -0.023
C -1.362 0.467 -1.648 0.004
O -1.810 1.408 -2.140 0.256
C -1.728 -0.660 1.042 -0.008
O -2.453 -0.349 1.897 0.249
C 1.409 -0.572 -1.721 -0.007
O 2.310 -0.206 -2.314 0.275
C -1.298 -5.060 -1.820 -0.083
H -0.265 -5.324 -2.078 0.053
H -1.655 -5.356 -0.826 0.051
C -2.100 -4.428 -2.693 -0.077
H -3.140 -4.183 -2.443 0.054
H -1.750 -4.151 -3.695 0.055
C 1.435 4.191 0.422 0.092
N 1.157 3.445 1.615 0.258
C 0.734 2.160 1.561 -0.463
N 0.487 1.499 2.729 0.290
O 0.569 1.587 0.455 -0.037
H 1.215 3.482 -0.366 0.102
H 2.490 4.473 0.373 0.169
H 0.766 5.051 0.333 0.168
H 1.280 3.876 2.511 0.199
H 0.171 0.541 2.632 0.104
H 0.628 1.968 3.614 0.160

44
Properties=species:S:1:pos:R:3:lowdin_charge:R:1 method="wB97M-V/def2-TZVPD" total_energy_ev=-49209.56546 homo_energy_ev=-8.5704 homo_lumo_gap_ev=8.3 de_lowest_kcal_mol=31.8 lumo_energy_ha=-0.0107 smiles="Cc1cccc(OCc2nnc(SCC(=O)c3cccs3)n2C)c1C"
C -5.709 -1.486 1.625 -0.045
C -4.952 -0.845 0.502 -0.237
C -5.489 -0.828 -0.780 -0.059
C -4.802 -0.238 -1.820 -0.081
C -3.563 0.339 -1.602 -0.025
C -3.014 0.326 -0.328 -0.210
O -1.785 0.857 -0.021 -0.065
C -1.058 1.510 -1.039 -0.115
C 0.193 2.049 -0.445 -0.276
N 0.587 3.293 -0.508 0.074
N 1.761 3.393 0.115 0.032
C 2.074 2.207 0.555 -0.650
S 3.550 1.793 1.396 0.981
C 4.664 1.925 -0.061 -0.369
C 4.308 0.718 -0.892 -0.519
O 3.419 0.754 -1.721 0.079
C 5.003 -0.522 -0.575 -0.466
C 4.752 -1.746 -1.149 -0.094
C 5.581 -2.765 -0.658 -0.171
C 6.458 -2.311 0.282 -0.396
S 6.288 -0.638 0.587 1.059
N 1.107 1.300 0.231 -0.041
C 1.089 -0.111 0.485 -0.008
C -3.709 -0.262 0.738 -0.157
C -3.113 -0.260 2.115 -0.025
H -6.625 -1.942 1.258 0.075
H -5.107 -2.254 2.107 0.083
H -5.971 -0.747 2.381 0.084
H -6.454 -1.279 -0.959 0.105
H -5.225 -0.225 -2.813 0.104
H -3.039 0.793 -2.428 0.102
H -1.619 2.352 -1.459 0.140
H -0.803 0.804 -1.846 0.142
H 4.427 2.858 -0.569 0.092
H 5.682 1.917 0.319 0.053
H 3.993 -1.882 -1.899 0.121
H 5.535 -3.788 -0.985 0.105
H 7.200 -2.870 0.818 0.065
H 1.383 -0.651 -0.418 0.100
H 1.796 -0.336 1.284 0.078
H 0.086 -0.414 0.780 0.089
H -3.831 0.116 2.841 0.083
H -2.836 -1.272 2.413 0.089
H -2.229 0.368 2.143 0.073

31
Properties=species:S:1:pos:R:3:lowdin_charge:R:1 method="wB97M-V/def2-TZVPD" total_energy_ev=-15688.66427 homo_energy_ev="-10.6964 / -10.6992" homo_lumo_gap_ev="4.6 / 4.6" de_lowest_kcal_mol=113.6 lumo_energy_ha="-0.2235 / -0.2234" charge=+1
C -5.056 0.185 -0.480 0.024
C -4.172 -0.413 -1.351 -0.044
C -4.682 0.332 0.918 0.002
C -2.842 -0.644 -1.014 0.047
C -3.444 -0.155 1.315 0.045
C -2.508 -0.716 0.366 -0.275
C 1.816 0.035 -0.174 -0.114
C 3.691 1.281 -0.484 -0.135
C 4.052 -0.052 0.190 -0.117
C 1.470 2.542 -0.428 -0.034
C 2.576 -2.186 0.436 -0.050
C -1.370 -1.311 0.692 0.222
N 2.253 1.261 -0.413 -0.188
N 2.785 -0.769 0.142 -0.210
H -6.120 0.154 -0.760 0.137
H -4.445 -0.450 -2.413 0.130
H -5.314 0.958 1.471 0.101
H -2.114 -0.894 -1.764 0.132
H -3.348 -0.158 2.340 0.103
H 4.020 2.171 -0.021 0.109
H 3.956 1.195 -1.512 0.115
H 4.799 -0.680 -0.273 0.113
H 4.490 0.221 1.194 0.133
H 2.140 3.401 -0.917 0.133
H 0.466 2.381 -0.887 0.080
H 1.301 2.839 0.578 0.053
H 2.206 -2.194 1.520 0.097
H 3.556 -2.706 0.344 0.092
H 1.709 -2.506 -0.274 0.100
H -1.015 -1.268 1.735 0.119
H -0.854 -1.853 -0.077 0.078

21
Properties=species:S:1:pos:R:3:lowdin_charge:R:1 method="wB97M-V/def2-TZVPD" total_energy_ev=-38936.61058 homo_energy_ev=-9.1624 homo_lumo_gap_ev=9.2 de_lowest_kcal_mol=78.3 lumo_energy_ha=0.0015 smiles="CN1CCN[C@@H]1C(Cl)(Cl)[N+](=O)[O-]"
C -1.806 -1.205 -1.023 -0.061
N -1.002 -0.375 -0.118 -0.215
C -0.910 -0.932 1.239 -0.192
C 0.396 -0.443 1.713 -0.198
N 1.234 -0.491 0.513 0.029
C 0.303 -0.059 -0.512 -0.405
C 0.468 1.526 -0.993 -1.133
Cl 0.643 1.659 -2.682 0.762
Cl -0.794 2.424 -0.263 0.774
N 1.786 1.950 -0.440 -0.516
O 2.772 1.558 -0.950 0.072
O 1.766 2.415 0.667 0.038
H -2.795 -1.373 -0.561 0.092
H -1.907 -0.785 -2.054 0.093
H -1.246 -2.177 -1.130 0.100
H -0.894 -2.070 1.247 0.135
H -1.766 -0.769 1.859 0.111
H 0.268 0.725 1.961 0.147
H 0.846 -1.047 2.480 0.114
H 2.106 0.011 0.629 0.104
H 0.532 -0.541 -1.582 0.147

28
Properties=species:S:1:pos:R:3:lowdin_charge:R:1 method="wB97M-V/def2-TZVPD" total_energy_ev=-16095.18151 homo_energy_ev=-11.7321 homo_lumo_gap_ev=7.0 de_lowest_kcal_mol=45.7 lumo_energy_ha=-0.1736 charge=+1 smiles=CN[C@@H](c1cccc[nH+]1)n1cccc1
C 1.700 2.566 0.484 -0.101
N 0.450 1.908 0.060 -0.067
C 0.244 0.659 0.708 -0.302
C -1.099 0.060 0.404 -0.105
C -1.727 -0.779 1.289 0.042
C -2.989 -1.359 0.988 0.014
C -3.468 -1.205 -0.249 -0.044
C -2.850 -0.410 -1.192 0.008
N -1.721 0.279 -0.868 0.149
N 0.982 -0.450 0.180 -0.104
C 1.582 -1.464 0.844 -0.096
C 2.225 -2.172 -0.088 -0.093
C 1.878 -1.722 -1.386 -0.040
C 1.119 -0.598 -1.189 -0.068
H 2.539 1.923 0.048 0.096
H 1.877 3.600 -0.024 0.112
H 2.036 2.733 1.584 0.107
H -0.370 2.418 -0.168 0.105
H 0.392 0.815 1.862 0.201
H -1.097 -1.121 2.068 0.119
H -3.483 -1.963 1.728 0.134
H -4.493 -1.460 -0.321 0.123
H -3.096 -0.493 -2.240 0.148
H -1.465 1.114 -1.475 0.199
H 1.698 -1.654 1.954 0.155
H 3.069 -2.817 -0.018 0.105
H 2.072 -2.234 -2.279 0.091
H 0.570 0.170 -1.732 0.112

15
Properties=species:S:1:pos:R:3:lowdin_charge:R:1 method="wB97M-V/def2-TZVPD" total_energy_ev=-7828.67651 homo_energy_ev=-8.9219 homo_lumo_gap_ev=9.9 de_lowest_kcal_mol=84.0 lumo_energy_ha=0.0361 smiles="C=CO.C=NC"
C -2.892 0.170 -0.368 -0.003
C -1.790 0.886 -0.627 -0.282
O -0.679 0.389 -1.276 -0.062
H -3.620 0.705 0.237 0.049
H -3.039 -0.775 -0.877 0.057
H -1.542 1.773 -0.050 0.106
H -0.647 -0.540 -1.015 0.078
C 2.530 -0.867 -0.048 -0.057
N 1.513 -0.153 0.282 -0.089
C 1.205 -0.278 1.705 -0.152
H 2.618 -1.116 -1.107 0.069
H 3.268 -1.051 0.739 0.074
H 0.219 0.128 1.858 0.055
H 1.871 0.426 2.234 0.081
H 1.347 -1.258 2.170 0.076

25
Properties=species:S:1:pos:R:3:lowdin_charge:R:1 method="wB97M-V/def2-TZVPD" total_energy_ev=-92068.23993 homo_energy_ev="-3.2683 / -5.1657" homo_lumo_gap_ev="5.4 / 5.2" multiplicity=11 lumo_energy_ha="0.0789 / 0.0007" charge=-1
Sm 0.553 1.283 1.478 1.539
Cl -0.741 1.701 -1.295 0.053
C -1.448 -0.147 0.789 -0.160
H -1.516 -0.810 1.670 0.011
H -1.283 -0.796 -0.083 -0.015
H -2.445 0.292 0.645 0.015
Fe 0.068 0.197 -2.790 0.236
C 1.937 0.585 -3.105 -0.221
C -0.807 -0.061 -4.545 -0.267
C 0.547 -1.451 -2.350 -0.212
H -1.170 -1.102 -4.637 -0.030
H -1.664 0.636 -4.631 -0.034
H -0.079 0.143 -5.353 -0.019
H 2.678 -0.217 -2.960 0.002
H 1.993 0.944 -4.150 0.010
H 2.196 1.431 -2.437 0.001
H -0.186 -2.073 -1.771 -0.016
H 1.567 -1.881 -2.365 -0.033
F 0.493 2.266 3.394 -0.645
Te 0.863 -0.696 4.361 1.888
F 0.271 -1.201 6.207 -0.615
F 2.366 1.786 0.467 -0.623
F 1.132 -2.564 4.154 -0.475
F -1.031 -0.704 4.041 -0.482
O 1.160 -0.558 2.463 -0.908